Record 1
49
Properties=species:S:1:pos:R:3:forces:R:3 method="wB97M-V/def2-TZVPD" gap_ev=6.91 e_above_lowest_kj_mol=0.0 fmax_ha_per_bohr=0.045 total_charge=+1
C -0.78294 -2.17309 -4.65231 -0.594 0.375 -1.341
C -1.34728 -1.33910 -5.56203 0.682 -2.148 0.456
H -0.72932 -3.23897 -4.86440 0.109 0.205 0.190
H -0.37259 -1.78820 -3.73187 -0.178 -0.186 -0.419
C -1.47115 0.07588 -5.30606 0.107 1.932 1.247
C -1.14651 0.62466 -4.10282 -0.560 -0.176 -1.357
H -0.83862 0.01505 -3.25867 -0.046 0.294 -0.150
H -1.23753 1.70147 -3.96797 0.028 -0.261 0.103
C -1.83103 -1.88392 -6.89019 -0.120 -0.174 0.068
H -1.63272 -2.95725 -6.94357 -0.015 0.150 -0.033
H -1.33556 -1.40357 -7.74604 -0.086 -0.071 0.296
H -2.91235 -1.74291 -7.02378 0.233 0.035 0.060
C -1.99818 0.94000 -6.43119 0.105 0.202 -0.002
H -2.97383 0.59018 -6.79890 0.274 0.055 0.178
H -1.31815 0.94716 -7.29474 -0.125 -0.075 0.205
H -2.11099 1.97235 -6.09481 -0.022 -0.096 -0.044
Li 0.21898 -0.16084 3.23748 -0.206 0.032 0.494
O 0.32049 -0.54240 1.35248 0.943 0.537 -1.150
C 1.04743 -0.07294 0.45929 -0.748 0.303 2.038
O 1.53596 1.20450 3.07417 1.039 0.608 -1.779
C 2.15964 1.48418 2.04851 -0.619 -0.445 1.370
O 3.11385 2.41698 2.02130 -0.303 -0.554 -0.586
N 2.02095 0.89996 0.78382 -0.468 -0.400 -0.018
C 3.73503 2.44630 0.70224 0.613 0.802 0.511
C 2.99945 1.45754 -0.15662 -0.547 -0.646 -0.544
H 4.78676 2.16611 0.82459 -0.257 0.267 0.060
H 3.64173 3.46325 0.30825 0.176 -0.198 0.275
H 3.66988 0.67212 -0.52941 -0.269 0.191 0.018
H 2.49169 1.94519 -0.99787 0.170 -0.150 0.180
C 0.94936 -0.47104 -0.93713 -0.139 -0.537 -0.627
C 0.17775 -1.52195 -1.27279 0.708 0.608 0.695
H 1.54318 0.08697 -1.65929 -0.076 -0.455 0.039
H -0.46871 -1.96750 -0.51390 0.306 -0.066 -0.272
H 0.24284 -1.95823 -2.25973 -0.217 0.138 0.312
N 0.70806 -1.15346 5.05797 0.454 0.209 -0.104
C -0.40107 -1.34058 6.01942 0.142 -0.274 -0.148
C -0.95208 -0.03467 6.59083 0.018 -0.055 0.130
C -1.11924 1.14138 5.62826 -0.048 0.298 -0.199
N -1.42518 0.73419 4.24123 -0.300 -0.231 -0.330
H 1.46011 -0.60927 5.49740 -0.301 -0.293 -0.186
H 1.11450 -2.06098 4.82623 -0.074 0.218 0.217
H -1.19574 -1.88109 5.48896 0.172 0.055 0.136
H -0.05537 -1.96997 6.85325 -0.365 0.089 -0.131
H -1.92725 -0.26001 7.03906 0.206 -0.067 0.015
H -0.30227 0.29533 7.40971 -0.154 0.007 -0.067
H -1.93044 1.78109 6.00552 0.357 -0.007 0.081
H -0.20287 1.74104 5.59299 -0.147 -0.095 -0.013
H -1.64439 1.56545 3.69092 -0.052 -0.195 0.198
H -2.27429 0.16359 4.24221 0.197 0.245 -0.071

Record 2
6
Properties=species:S:1:pos:R:3:forces:R:3 method="wB97M-V/def2-TZVPD" gap_ev=8.43 e_above_lowest_kj_mol=106.5 fmax_ha_per_bohr=0.079
H -0.47891 2.16159 -0.13226 0.484 0.160 -0.011
N -0.87106 1.28914 0.18355 0.938 -3.958 -0.162
P 0.10381 -0.00378 0.12799 -0.399 2.626 0.118
Cl 2.04751 0.65461 0.26328 -0.088 -0.115 0.047
P 0.29831 -2.07835 0.06863 -2.197 1.589 -0.721
H -1.09966 -2.02322 -0.51118 1.261 -0.302 0.729

Record 3
78
Properties=species:S:1:pos:R:3:forces:R:3 method="wB97M-V/def2-TZVPD" gap_ev="6.55 / 6.31" s_squared=0.760 e_above_lowest_kj_mol=37.0 multiplicity=2 fmax_ha_per_bohr=0.023 total_charge=+3
W 1.18921 -0.28628 -0.12648 0.230 0.422 -1.085
N -3.40437 -5.08223 -5.15952 0.007 0.047 0.010
C -2.70136 -4.25372 -4.39294 0.018 -0.007 0.018
C -2.89089 -2.84789 -4.48718 0.012 0.014 0.014
C -2.16699 -1.99790 -3.70874 -0.013 0.024 -0.053
C -1.22276 -2.52617 -2.79990 0.025 -0.008 0.044
C -1.01817 -3.92138 -2.69079 -0.009 -0.046 0.013
C -1.74294 -4.76518 -3.47301 0.000 0.018 -0.002
S -0.34099 -1.49913 -1.83988 0.083 0.044 0.040
O -0.31768 -0.09715 -2.26464 -0.170 -0.126 -0.050
O -0.65077 -1.49654 -0.34265 0.220 0.255 0.125
N 1.20662 -1.90298 -1.54068 0.002 0.191 0.171
C 2.23313 -1.47030 -2.40477 -0.049 -0.116 -0.017
N 2.81814 -0.42217 -1.82932 0.031 0.100 0.333
C 3.92768 0.05146 -2.40526 0.021 0.012 -0.070
C 4.38321 -0.50842 -3.58068 0.014 0.032 0.017
C 3.64586 -1.55901 -4.12075 -0.004 -0.031 -0.022
N 2.56297 -2.06140 -3.52055 -0.030 -0.003 0.003
H -4.07943 -4.73880 -5.82212 -0.014 0.006 -0.013
H -3.27585 -6.07851 -5.11122 0.006 -0.047 0.003
H -3.61117 -2.45620 -5.19287 -0.002 0.003 0.001
H -2.30217 -0.92795 -3.79117 -0.004 0.001 0.000
H -0.27813 -4.31596 -2.00599 -0.003 0.000 0.001
H -1.58688 -5.83374 -3.40964 0.003 -0.001 0.002
H 4.43818 0.86848 -1.91328 0.025 0.026 0.004
H 5.27787 -0.14760 -4.06609 0.001 0.005 0.007
H 3.93851 -2.02563 -5.05316 0.002 0.004 -0.007
C 3.43406 3.39234 0.62027 -0.033 -0.080 0.088
P 1.97662 3.15448 -0.37241 0.078 0.058 -0.108
C 2.26608 3.56801 -2.08003 -0.055 0.004 0.000
C 0.66519 4.18302 0.25388 -0.030 -0.072 0.063
O 1.57400 1.64919 -0.31250 -0.123 -0.437 0.114
H 3.77025 4.42817 0.55245 -0.021 0.020 -0.011
H 4.23723 2.73579 0.28307 -0.016 0.015 0.005
H 3.18881 3.16387 1.66188 0.046 0.021 -0.075
H 2.42928 4.64172 -2.18359 0.019 0.007 0.014
H 1.38707 3.28465 -2.66162 0.000 0.029 -0.005
H 3.13411 3.03816 -2.46702 0.047 -0.018 0.006
H 0.94148 5.22989 0.11049 0.012 -0.001 0.006
H 0.51884 3.99779 1.32025 -0.006 0.012 -0.035
H -0.26248 3.99295 -0.28881 -0.005 -0.012 -0.009
C 1.54854 -2.05534 4.40282 -0.185 -0.156 0.107
Ge 0.65061 -2.31162 2.71444 0.739 -0.162 0.184
C 0.97411 -3.89784 1.66771 -0.054 -0.083 0.057
C -1.20679 -1.76498 2.82699 0.087 0.235 -0.108
Ge -0.63702 0.81521 1.39218 0.073 0.065 0.120
C -0.16180 1.81442 2.95363 -0.074 0.017 0.010
C 1.11012 1.70186 3.53136 0.042 -0.037 0.008
C 1.46553 2.49276 4.61125 -0.014 0.014 0.011
C 0.55567 3.41241 5.12478 -0.028 -0.025 -0.021
C -0.70880 3.54024 4.56023 0.052 -0.006 0.041
C -1.06824 2.74730 3.48285 -0.013 0.016 -0.048
C -2.44636 1.09570 0.85178 -0.042 0.005 0.122
C -2.73504 1.36022 -0.49082 -0.095 -0.058 0.079
C -4.03351 1.65625 -0.87659 0.009 0.018 -0.007
C -5.05410 1.65835 0.06469 0.001 0.009 0.003
C -4.78120 1.37786 1.39862 -0.001 0.006 -0.017
C -3.48200 1.11293 1.79618 0.000 -0.016 -0.020
H 1.10049 -2.75699 5.11331 0.039 0.041 0.035
H 1.37833 -1.04385 4.77021 0.037 -0.011 0.000
H 2.61332 -2.25972 4.33170 0.007 -0.009 -0.003
H 1.87810 -4.38340 2.03287 -0.002 -0.027 -0.033
H 1.09561 -3.66108 0.61248 -0.033 0.011 -0.003
H 0.12432 -4.57235 1.78555 0.031 -0.037 0.002
H -1.61542 -2.58346 3.43432 -0.048 0.007 -0.023
H -1.75697 -1.74752 1.88774 -0.003 -0.008 0.001
H -1.34848 -0.85684 3.41736 -0.026 -0.024 -0.019
H 1.82539 0.98366 3.14372 -0.031 0.057 0.005
H 2.44475 2.39305 5.06105 0.003 -0.001 0.001
H 0.83251 4.02806 5.97046 0.000 0.005 -0.002
H -1.41335 4.25465 4.96426 0.003 0.005 -0.004
H -2.05099 2.86570 3.04493 0.018 0.021 0.002
H -1.95317 1.33745 -1.23368 0.117 -0.012 -0.133
H -4.25320 1.88359 -1.91140 0.005 -0.004 0.002
H -6.06768 1.88235 -0.24030 0.000 -0.008 0.001
H -5.58064 1.37689 2.12705 0.001 -0.003 0.004
H -3.28537 0.91318 2.84261 0.013 -0.030 0.014
Se 2.75136 -0.96683 1.45065 -0.947 -0.181 0.092

Record 4
21
Properties=species:S:1:pos:R:3:forces:R:3 method="wB97M-V/def2-TZVPD" smiles=CC(C)NCCN gap_ev=9.31 e_above_lowest_kj_mol=70.1 fmax_ha_per_bohr=0.016
C -0.17919 0.70884 2.20630 0.480 0.128 -0.083
C -0.56556 1.22322 0.81063 -0.164 -0.209 0.720
C 0.05980 2.58957 0.57998 -0.089 -0.451 0.476
N -0.16100 0.33814 -0.24198 -0.003 0.161 -0.263
C -0.61984 -1.02340 -0.36453 -0.344 0.680 0.293
C -0.03921 -1.67896 -1.60298 -0.287 0.213 -0.275
N 1.32401 -2.17316 -1.47889 -0.132 -0.105 -0.224
H -0.55219 1.35629 2.99898 -0.220 0.024 -0.012
H 0.90881 0.68542 2.31733 0.037 -0.074 -0.099
H -0.54901 -0.29722 2.36908 -0.133 -0.153 0.105
H -1.66609 1.30751 0.85496 0.067 0.086 -0.390
H -0.28274 3.03434 -0.34810 0.093 0.150 -0.100
H 1.14114 2.45395 0.59822 0.152 0.137 -0.306
H -0.16562 3.22617 1.43060 -0.178 0.277 -0.074
H 0.57436 0.66579 -0.83974 0.072 -0.169 -0.016
H -1.71802 -1.01426 -0.43835 0.015 -0.089 -0.042
H -0.38550 -1.58651 0.54671 0.093 -0.329 -0.080
H -0.72466 -2.46904 -1.94542 0.336 0.001 0.188
H -0.06502 -0.90818 -2.38615 0.042 -0.269 -0.018
H 1.46899 -2.58303 -0.56504 0.194 0.099 -0.057
H 2.00750 -1.44903 -1.65734 -0.033 -0.108 0.258